{"formula": "C5H10O2", "method": "the ωB97M-V functional and the def2-TZVPD basis", "species": ["C", "C", "O", "C", "C", "C", "O", "H", "H", "H", "H", "H", "H", "H", "H", "H", "H"], "coordinates": [[-1.66, -0.70, 1.14], [-0.37, 0.04, 0.85], [0.70, -0.92, 0.71], [1.53, -0.56, -0.38], [1.20, 0.91, -0.66], [-0.31, 0.85, -0.45], [-0.95, 0.19, -1.54], [-1.51, -1.39, 1.98], [-1.97, -1.27, 0.26], [-2.45, 0.00, 1.41], [-0.13, 0.71, 1.69], [1.28, -1.16, -1.28], [2.57, -0.78, -0.13], [1.65, 1.56, 0.10], [1.50, 1.25, -1.65], [-0.79, 1.83, -0.36], [-0.41, -0.57, -1.77]], "e_lumo_ev": 0.935, "e_tot_ha": -346.97545, "multiplicity": 1, "e_above_lowest_ev": 1.360, "charge": 0, "smiles": "C[C@H]1OCC[C@H]1O", "orbital_gap_ha": 0.391}

=====

{"formula": "C5H10O2", "method": "the ωB97M-V functional and the def2-TZVPD basis", "species": ["O", "C", "C", "C", "C", "C", "O", "H", "H", "H", "H", "H", "H", "H", "H", "H", "H"], "coordinates": [[-0.57, -1.97, -2.23], [-0.51, -0.60, -1.92], [0.18, -0.45, -0.51], [0.19, 1.01, -0.16], [0.65, 1.17, 1.46], [0.01, -0.09, 2.03], [-0.50, -1.07, 0.55], [-0.84, -2.35, -1.38], [-1.52, -0.17, -1.94], [0.05, -0.12, -2.75], [1.21, -0.85, -0.63], [-0.86, 1.35, -0.21], [0.79, 1.55, -0.91], [0.23, 2.12, 1.85], [1.74, 1.21, 1.61], [-0.91, 0.07, 2.61], [0.67, -0.82, 2.50]], "e_lumo_ev": 0.950, "e_tot_ha": -346.90859, "multiplicity": 1, "e_above_lowest_ev": 3.179, "charge": 0, "orbital_gap_ha": 0.387}